Entry from OMol25: a cluster of 10 separate species, C26H60BF16N6O10P in total in a non-equilibrium geometry (wB97M-V/def2-TZVPD).

XYZ file:
```
120
C26H60BF16N6O10P (wB97M-V/def2-TZVPD)
P 4.7537 0.5361 -0.8372
F -1.0054 -0.8815 0.6438
F -2.6856 -2.6450 -4.2136
F 4.7598 0.4634 -2.4513
F -0.3967 1.0195 1.5422
F 4.5887 -1.0564 -0.6159
F -1.7181 -2.2116 -6.1214
F 4.6578 0.7032 0.7735
F -1.9352 -4.9716 3.1529
F -0.8461 -5.3311 4.9596
F 6.3648 0.3442 -0.8253
F 1.2035 -0.5720 1.0129
F 4.9795 2.1183 -1.0075
F -0.6318 -6.6776 3.2657
F 3.1199 0.6879 -0.8228
F -0.5432 -2.8603 -4.4444
F 0.1982 0.6088 -0.6693
O -0.8815 -0.2163 -3.2510
O 4.6785 -4.1222 0.1860
O -2.5768 0.2034 -4.6427
O 2.4409 3.7097 4.1432
O -0.9864 4.3623 5.0187
O 0.5494 -3.1779 3.3989
O 1.2699 -3.9212 -0.8734
O -4.4120 -1.8282 -1.0184
O 1.7273 -5.0846 3.2565
O 0.3333 4.3811 -4.3534
N 1.8089 3.7517 1.8873
N 0.8986 -1.8569 -1.8273
N -3.2120 3.5761 5.0374
N -3.4431 0.2777 -1.4996
N 3.9283 -3.3986 2.3159
N 0.3683 2.5536 -2.9043
C -0.9327 -2.0020 4.9770
C 2.1705 -1.7936 -2.6875
C -0.6409 -2.4122 3.5110
C 3.4809 -1.9995 1.9079
C -1.2618 2.0869 4.3437
C -4.9009 -0.9650 -3.1895
C 2.3189 4.3959 3.1932
C -0.9845 -3.3364 -1.1166
C 0.4622 -3.2118 -1.3873
C -3.5707 0.5726 -0.0064
C -0.3359 3.6363 -3.7313
C -4.3451 1.2290 -5.8029
C 0.4748 -4.5710 3.0976
C 1.8235 2.3583 -3.3486
C 4.8433 -4.1108 1.3542
C -3.0906 0.3609 -5.9653
C -1.3823 -0.6004 -4.4655
C 6.1548 -4.5955 1.9941
C -4.2557 -0.9887 -1.8274
C 2.6306 5.8467 3.1406
C -1.6799 3.4354 4.8085
C 2.6194 2.4944 1.5876
C -0.7193 -5.4015 3.6210
C -3.8392 4.1412 3.7423
C -1.8203 3.4450 -3.7661
C -1.6003 -2.1064 -4.7825
B 0.0396 0.0163 0.6030
H -0.1285 1.6675 -3.0225
H 0.4068 2.8659 -1.9388
H -3.3571 4.1574 5.8656
H 2.4553 6.2569 4.1332
H -4.8657 3.7856 3.7965
H -0.2639 2.1888 3.9082
H -1.6027 -2.8690 -1.8899
H 3.6683 2.7664 1.4986
H -1.6571 -1.1827 5.0164
H 2.0949 6.4131 2.3799
H -1.3191 -2.8100 5.5971
H 6.8837 -3.8043 2.1756
H 0.8135 3.5357 1.9535
H -5.8857 -1.4338 -3.1502
H -3.9288 1.0775 -1.9114
H 2.8446 -2.0760 1.0379
H -2.5769 0.2886 -2.0839
H 3.0560 -3.9448 2.4088
H -2.3445 3.9705 -2.9640
H 6.7504 -5.3079 1.4266
H -5.2770 0.6707 -5.8878
H -3.4133 -0.5371 -6.4936
H -4.4052 1.9401 -6.6307
H 0.3815 -4.5219 1.9931
H -3.7631 5.2225 3.7267
H 4.3986 -1.4308 1.8185
H -4.3183 -1.5262 -3.9191
H -1.3446 -4.3579 -1.0126
H 3.7019 5.9678 2.9567
H 1.8616 2.3883 -4.4321
H -4.6129 0.6743 0.2952
H 1.0689 -1.2437 -1.0315
H 2.4262 3.1510 -2.9179
H 2.0503 1.3861 -2.9182
H -1.8315 1.6515 3.5212
H -1.0204 1.3143 5.0782
H -1.4986 -2.8244 2.9836
H 2.2290 2.2065 0.6149
H 0.1507 -1.3152 -2.3087
H -2.0966 2.3913 -3.8379
H -1.3039 -2.8223 -0.2092
H -2.1743 4.0009 -4.6361
H -0.6338 -0.2688 -5.1957
H 2.8685 -1.6863 2.7509
H 5.8429 -5.1114 2.9057
H -3.3773 3.6463 2.8922
H -3.5927 2.6602 5.2769
H -4.3323 1.8331 -4.8954
H 2.4821 1.7283 2.3424
H 2.4711 -0.7500 -2.6416
H -3.2183 -0.2452 0.6153
H 4.3110 -3.4397 3.2580
H 0.0139 -1.6631 5.3991
H 2.0234 -2.0510 -3.7322
H 2.9746 -2.3755 -2.2455
H 1.8851 4.4225 1.1251
H -5.1692 0.0452 -3.5019
H -0.3684 -1.4640 3.0367
H -3.0573 1.5023 0.2250
H -2.3897 0.8781 -6.6253
```

Calculated values
Total charge = +2
E_tot = -110788.61540 eV
Relative energy (zero: lowest compared OMol25 entry of this formula, charge and spin) = 0.0 kJ/mol
Multiplicity = 1

Results of the Mulliken charge analysis, in e, for atoms 1 through 6: 1.6152, -0.5285, -0.3093, -0.3808, -0.2596, -0.2858